[1]
{"formula": "C8H16CaF10N5O26S10", "method": "ωB97M-V/def2-TZVPD", "homo_ev": -2.8, "total_charge": -3, "lumo_ha": 0.211, "e_tot_ha": -8202.7370, "spin_multiplicity": 1, "gap_ha": 0.31296, "elements": ["Ca", "N", "S", "O", "O", "F", "S", "O", "O", "F", "N", "S", "O", "O", "F", "S", "O", "O", "F", "N", "S", "O", "O", "F", "S", "O", "O", "F", "N", "S", "O", "O", "F", "S", "O", "O", "F", "N", "S", "O", "O", "F", "S", "O", "O", "F", "C", "C", "O", "C", "O", "O", "C", "H", "H", "H", "H", "H", "H", "H", "H", "C", "C", "O", "C", "O", "O", "C", "H", "H", "H", "H", "H", "H", "H", "H"], "positions_angstrom": [[8.740261, -8.106915, 16.212906], [10.487510, -7.864418, 14.744074], [11.874378, -7.199309, 15.024277], [12.049010, -5.797774, 14.749832], [13.000601, -8.065490, 15.014536], [11.614536, -7.029795, 16.609777], [10.806603, -8.021677, 13.105982], [11.546400, -9.174131, 12.672121], [10.842408, -6.793160, 12.349846], [9.364857, -8.587027, 12.724138], [8.980245, -9.724407, 17.782024], [10.167854, -10.260265, 18.830611], [10.935334, -11.426453, 18.458657], [10.019220, -9.989434, 20.240132], [11.188507, -9.096767, 18.418664], [7.995835, -10.891237, 18.198739], [7.399970, -10.772144, 19.498143], [8.152493, -12.220418, 17.673255], [6.722190, -10.360075, 17.365666], [9.535803, -7.163152, 21.070508], [8.244874, -6.692313, 20.074196], [8.508620, -6.945984, 18.691057], [7.334788, -5.664258, 20.511085], [7.383996, -7.961614, 20.497806], [10.355193, -5.887831, 20.705524], [10.014089, -4.709214, 21.489551], [10.910988, -5.720067, 19.381377], [11.711319, -6.365160, 21.438002], [4.562054, -6.426974, 18.982096], [3.785096, -7.902183, 18.713739], [4.186116, -8.793380, 17.647605], [2.374714, -7.919619, 19.057616], [4.399952, -8.717000, 19.955009], [5.054489, -6.235473, 17.490807], [4.033892, -6.146990, 16.494132], [6.316571, -6.864259, 17.179163], [5.389370, -4.685671, 17.647117], [4.917351, -6.452535, 13.365462], [5.900489, -7.773683, 13.634202], [7.201067, -7.543476, 14.222067], [5.731336, -8.788216, 12.619350], [5.148034, -8.409907, 14.864870], [5.936279, -5.662931, 12.471252], [6.434237, -6.336361, 11.301259], [6.815575, -4.728266, 13.110103], [4.822060, -4.690764, 11.784795], [7.795218, -2.636946, 19.094816], [9.049889, -3.089736, 18.306354], [8.697173, -4.341737, 17.734226], [8.882042, -4.660742, 16.464800], [8.688006, -5.785225, 16.071455], [9.335499, -3.672368, 15.728908], [9.508644, -3.776986, 14.319024], [6.988038, -2.544859, 18.365427], [7.964905, -1.625505, 19.474118], [7.424444, -3.299767, 19.872296], [9.994746, -3.178201, 18.840503], [9.196756, -2.355162, 17.512330], [8.760011, -4.437052, 13.886310], [10.527687, -4.063192, 14.068629], [9.313026, -2.774170, 13.937534], [11.411763, -12.177180, 13.952194], [10.439096, -11.402868, 14.845980], [9.145055, -11.967452, 14.647565], [8.060113, -11.229917, 14.640476], [7.997721, -10.051750, 14.903174], [7.066130, -12.056745, 14.283565], [5.758571, -11.491694, 14.197430], [11.441504, -13.210789, 14.301040], [12.434801, -11.805206, 13.998527], [11.087345, -12.056533, 12.920266], [10.379316, -10.402218, 14.431455], [10.680333, -11.407300, 15.907901], [5.493048, -11.087361, 13.219474], [5.647669, -10.668044, 14.901776], [5.036890, -12.281352, 14.399225]], "atomic_forces_ev_per_a": [[-2.1207, 1.5928, 0.0627], [1.7373, -0.1880, -4.0394], [2.3862, 3.7608, 6.8045], [-0.0738, -0.9697, -1.4081], [0.2559, -0.4328, -1.1240], [-0.4358, -0.6958, -0.1358], [-4.8002, -1.8528, -3.8955], [1.1362, 0.9600, 0.9556], [0.8997, -0.9253, 1.3364], [-0.1028, 0.4699, 0.5712], [1.9618, -3.1192, 2.4957], [5.2217, 3.0364, 1.7712], [-1.5378, 0.2503, -0.2881], [-0.8533, -0.7975, -1.7099], [-0.4520, -0.1016, -0.3582], [-7.7574, -1.1698, -0.3539], [1.6509, -0.3424, 0.0757], [1.1775, 0.7511, -0.0859], [0.7915, 0.1910, -0.6881], [-2.3302, 1.9485, -2.3697], [-3.3776, -4.1778, 1.2240], [0.3276, 0.4652, 0.2296], [1.6881, 0.2534, -0.6182], [0.1962, -0.0620, -0.2097], [5.2690, 1.8664, 2.0737], [-0.0363, -0.5304, -1.1733], [-1.3143, 0.3048, 0.3622], [0.0923, -0.1791, 0.5562], [-1.6557, -3.3021, -1.3047], [-0.8318, -2.2907, 2.7230], [-0.1431, 1.5603, 0.1184], [1.0022, 0.9488, -0.4810], [0.0192, 0.6491, 0.1464], [1.7752, 2.4532, -1.4306], [-0.1371, -0.6852, -0.1473], [-1.0108, 0.2734, -0.0696], [0.6910, 0.1150, 0.2713], [2.5709, -2.0916, 0.6334], [-1.7939, -2.2592, 1.3387], [-0.4110, 0.5478, -0.8520], [0.5755, 0.9715, 0.5797], [-0.3595, 0.4872, -0.2758], [-0.6930, 3.2368, -2.7876], [0.2605, -0.1891, 0.6063], [-0.3187, -0.3556, 0.1616], [0.1663, -0.0555, 0.4687], [0.4715, 0.3557, -0.5402], [-1.1430, 0.8732, -0.1175], [0.0610, -0.6315, -0.3988], [0.5431, -0.0875, 0.6391], [0.0936, -0.2649, -0.5012], [0.1360, 0.9098, 0.3871], [-0.3461, -0.0566, -0.5364], [-0.0112, -0.0747, -0.0522], [0.0702, -0.0762, 0.2618], [0.4879, -0.1558, 0.0606], [-0.2483, -0.3167, 0.3654], [0.0861, -0.0561, 0.0098], [0.2616, -0.1615, 0.0642], [-0.0781, -0.2343, 0.1736], [0.0316, 0.0060, 0.0493], [-0.2026, -0.0208, 0.7186], [0.3392, 0.7447, -0.8700], [0.1149, -1.0788, -0.1269], [0.0189, -0.8756, -0.0795], [-0.1413, 0.0380, 0.0915], [0.1393, 0.7475, -0.1123], [-0.8417, 0.5219, 0.1771], [-0.1135, -0.1624, -0.4196], [-0.1142, 0.3314, 0.2570], [-0.0622, -0.3639, -0.0218], [0.2369, 0.2489, 0.4909], [0.0528, -0.0364, -0.0381], [0.6559, -0.0676, -0.1366], [-0.0462, -0.2558, 0.1191], [0.2419, -0.1206, 0.3260]]}

---

[2]
{"formula": "C8H16Cl2InN2O", "method": "ωB97M-V/def2-TZVPD", "homo_ev": -4.6, "de_lowest_kcal_mol": 7.2, "total_charge": -1, "lumo_ha": 0.108, "e_tot_ha": -1609.8018, "spin_multiplicity": 1, "gap_ha": 0.27839, "elements": ["In", "Cl", "Cl", "C", "H", "H", "C", "C", "H", "C", "H", "C", "H", "H", "C", "H", "H", "C", "H", "H", "H", "H", "N", "C", "N", "O", "H", "H", "H", "H"], "positions_angstrom": [[2.174419, 0.249564, -0.228201], [2.003870, -2.117172, 0.374525], [3.119552, 0.987232, 1.962401], [4.333839, 0.066626, -0.761145], [4.862032, 0.286081, 0.164670], [4.570059, -0.936874, -1.127590], [-1.079661, 1.197512, -0.441022], [-0.038608, 0.504696, -0.736552], [-1.088514, 2.070002, 0.224895], [-0.029745, -0.544236, -1.839016], [4.552367, 0.788725, -1.564876], [-1.291298, -0.511784, -2.714711], [0.815393, -0.335805, -2.519721], [0.127479, -1.561437, -1.439363], [-2.569899, -0.326840, -1.905362], [-1.172778, 0.347820, -3.379753], [-1.374291, -1.397840, -3.350379], [-2.476324, 0.879088, -0.965367], [-3.433933, -0.209134, -2.569525], [-2.764461, -1.231140, -1.318494], [-2.873466, 1.769986, -1.469951], [-3.148744, 0.708238, -0.115759], [0.579153, -0.407634, 3.763153], [-0.209737, 0.102132, 2.763094], [-1.552419, 0.022929, 3.033118], [0.233337, 0.612995, 1.725882], [0.218936, -0.434859, 4.702165], [1.579548, -0.277589, 3.638272], [-2.185628, 0.207986, 2.265652], [-1.880481, -0.509279, 3.828953]], "atomic_forces_ev_per_a": [[-0.0756, 0.0543, 1.0792], [-0.1871, -0.6433, 0.1268], [0.2020, 0.4930, 0.7318], [-0.6701, 0.4272, -1.2547], [-0.1327, 0.0645, -0.2017], [-0.1936, 0.0997, 0.1068], [-2.6423, 1.4833, 0.1738], [4.1072, -1.5186, -2.0805], [0.3107, -0.4945, -0.0049], [-1.1074, -0.4578, -0.4594], [0.3725, -0.1558, 0.3473], [-0.0031, 0.2605, -0.0762], [-0.1086, -0.1949, 0.2748], [0.0449, 0.4342, -0.0022], [0.0976, -0.1224, 0.1842], [-0.1690, 0.0777, -0.1481], [0.0799, -0.0286, 0.0091], [0.0602, 0.2253, -0.1831], [0.0653, -0.0341, 0.0193], [0.1254, -0.0133, 0.0159], [0.0020, 0.0030, 0.0094], [-0.0129, 0.0818, 0.0575], [0.3016, -0.1090, -0.0934], [1.2134, 0.8928, -1.1455], [-0.6849, 0.1145, 0.0792], [-1.1745, -1.0456, 2.8654], [0.0963, -0.0292, -0.1049], [-0.2319, 0.1580, -0.1108], [0.2625, -0.0934, 0.2832], [0.0525, 0.0709, -0.4984]]}

---

[3]
{"formula": "C8H16Cl8", "method": "ωB97M-V/def2-TZVPD", "homo_ev": [0.6, -8.2], "de_lowest_kcal_mol": 0.0, "total_charge": -1, "lumo_ha": [0.097, 0.094], "s_squared": 0.7509, "e_tot_ha": -3995.9315, "spin_multiplicity": 2, "gap_ha": [0.07656, 0.39487], "elements": ["Cl", "C", "C", "Cl", "H", "H", "H", "H", "Cl", "C", "C", "Cl", "H", "H", "H", "H", "Cl", "C", "C", "Cl", "H", "H", "H", "H", "Cl", "C", "C", "Cl", "H", "H", "H", "H"], "positions_angstrom": [[-3.153945, 1.601367, -4.195895], [-3.047082, 0.713770, -2.613017], [-3.171196, -0.794027, -2.689765], [-4.886300, -1.197839, -3.042269], [-3.834888, 1.182580, -2.023377], [-2.017145, 0.935796, -2.333667], [-2.952478, -1.197762, -1.701197], [-2.490987, -1.253426, -3.406959], [-0.715810, -1.408956, 0.443864], [-1.126359, -0.297116, 1.739200], [-1.259249, 1.121259, 1.203498], [0.348413, 1.813906, 0.889389], [-0.348507, -0.330062, 2.502065], [-2.068122, -0.631192, 2.174588], [-1.717578, 1.777627, 1.943229], [-1.794175, 1.165646, 0.254823], [4.769963, 2.187016, -2.678916], [3.208114, 1.669938, -3.316370], [2.124521, 1.937200, -2.204041], [0.545205, 1.687804, -2.888382], [3.320942, 0.659224, -3.708566], [3.056919, 2.270296, -4.213495], [2.133121, 2.998370, -1.955160], [2.186793, 1.356934, -1.283439], [2.940174, -1.343214, 5.525955], [2.179278, -1.743108, 3.934369], [1.101770, -2.867253, 4.085820], [-0.327914, -2.528650, 5.155080], [2.961827, -1.947356, 3.203612], [1.704450, -0.810087, 3.630882], [1.599897, -3.743704, 4.500307], [0.730349, -2.984980, 3.067834]], "atomic_forces_ev_per_a": [[-0.1623, -0.4319, -0.0316], [0.6230, 0.1260, -0.7367], [-0.5099, 0.6000, 0.1616], [0.1720, -0.2936, -0.1760], [0.4176, -0.2468, 0.3086], [-0.2691, 0.1361, 0.6393], [0.0277, -0.0270, -0.0134], [-0.2823, 0.1010, -0.0976], [0.3060, -0.5453, -0.4256], [-0.3412, 0.7348, 0.1692], [0.0495, -0.1854, 0.1665], [0.3161, 0.2323, -0.0621], [-0.1083, -0.0695, -0.0419], [0.0040, 0.0435, -0.0070], [-0.1257, -0.0771, -0.0237], [-0.0995, -0.0857, 0.2462], [0.6835, 0.0553, 0.2750], [-0.6916, 0.2390, 0.4506], [1.0918, 0.2845, -0.9338], [-1.1480, -0.3659, -0.5962], [-0.3232, -0.1912, 0.6807], [-0.4473, 0.2462, 0.3174], [0.3935, -0.1155, 0.0975], [0.4128, -0.1901, -0.3217], [0.0804, -0.2006, -0.2517], [-1.4109, 0.3447, 1.0008], [1.2554, 0.8585, -0.2802], [0.8053, 0.2217, -0.4676], [-0.1374, -0.4927, 0.1747], [-0.0291, -0.0810, -0.0709], [-0.3539, -0.1019, -0.2737], [-0.1989, -0.5224, 0.1234]]}

---

[4]
{"formula": "C8H16Cl8", "method": "ωB97M-V/def2-TZVPD", "homo_ev": -10.4, "de_lowest_kcal_mol": 6.3, "total_charge": 0, "lumo_ha": 0.024, "smiles": "ClCCCl.ClCCCl.ClCCCl.ClCCCl", "e_tot_ha": -3995.9666, "spin_multiplicity": 1, "gap_ha": 0.40425, "elements": ["Cl", "C", "C", "Cl", "H", "H", "H", "H", "Cl", "C", "C", "Cl", "H", "H", "H", "H", "Cl", "C", "C", "Cl", "H", "H", "H", "H", "Cl", "C", "C", "Cl", "H", "H", "H", "H"], "positions_angstrom": [[0.698934, 1.417604, 0.936554], [0.314600, -0.095399, 0.079316], [1.044390, -0.215742, -1.224143], [0.595908, 1.075647, -2.373239], [-0.761918, -0.103221, -0.066681], [0.596104, -0.937519, 0.707326], [0.821871, -1.172038, -1.686817], [2.113796, -0.107611, -1.048113], [6.569656, 3.918910, -0.583778], [5.257432, 4.772584, -1.444789], [4.498518, 3.882991, -2.404669], [3.804338, 2.459348, -1.641758], [5.722610, 5.582695, -2.002602], [4.609609, 5.192994, -0.679849], [5.161230, 3.551586, -3.202057], [3.703569, 4.477918, -2.852715], [-5.099395, 0.488265, 2.876624], [-5.577465, 0.239791, 1.163230], [-4.388752, 0.335971, 0.244024], [-3.300536, -1.044116, 0.404479], [-6.314783, 1.001013, 0.926878], [-6.018715, -0.752397, 1.130599], [-3.832231, 1.253614, 0.432697], [-4.727413, 0.408748, -0.790304], [0.243228, -3.673519, -0.086307], [-0.438123, -3.733286, 1.585802], [-0.884389, -5.120803, 1.957239], [-2.192585, -5.709728, 0.925280], [-1.290855, -3.060497, 1.588441], [0.372454, -3.419274, 2.235366], [-1.239470, -5.084562, 2.987809], [-0.061620, -5.829968, 1.906159]], "atomic_forces_ev_per_a": [[0.1023, -0.0082, 0.1058], [-0.3801, -0.0324, -0.0105], [0.3669, 0.3514, 0.0169], [-0.1786, -0.1168, -0.0774], [0.0158, -0.0598, -0.0007], [0.0208, 0.0870, 0.1111], [0.0153, -0.0301, -0.0344], [0.0097, -0.1470, -0.1456], [0.0064, 0.0176, -0.1148], [-0.0007, -0.0148, 0.1785], [0.4773, 0.4250, -0.2641], [-0.2017, -0.1770, 0.1857], [-0.0255, 0.0184, -0.0151], [-0.0569, -0.0559, -0.0216], [-0.0199, -0.0947, 0.0417], [-0.1155, -0.1049, 0.0430], [-0.0329, 0.0415, -0.1152], [0.1700, -0.2375, 0.4125], [-0.2503, 0.7850, -0.2380], [0.1382, -0.2378, -0.0335], [-0.0140, 0.0142, -0.0590], [-0.1247, 0.0566, -0.1461], [0.1181, -0.1445, 0.1651], [-0.0147, -0.3225, 0.0125], [-0.0727, -0.0709, 0.2117], [0.0244, -0.1584, -0.6715], [0.3310, -0.0048, 0.3291], [-0.1859, -0.0659, -0.0475], [0.1525, 0.2072, 0.1619], [-0.1426, 0.1771, 0.1733], [-0.1119, -0.0814, -0.0598], [-0.0200, -0.0155, -0.0941]]}